Entry from the OMol25 dataset: a 2-piece molecular cluster, C4H7N3O overall at a distorted geometry (the ωB97M-V functional and the def2-TZVPD basis).

As for the relative energy (zero: lowest compared OMol25 entry of this formula, charge and spin): 259.7 kJ/mol. The total energy is -10777.0560 eV. Its SMILES is O=Cn1nccn1.C.

The geometry in XYZ format:
```
15
Properties=species:S:1:pos:R:3:forces:R:3
C -0.8610 0.6701 -2.1819 -0.75 0.39 -1.93
C -0.6750 -0.6313 -1.5273 0.07 3.64 -1.54
C -0.5692 -1.1183 2.2313 -1.03 -1.71 3.84
C 1.7443 1.3252 0.0037 -0.79 3.33 -1.80
N 0.0461 1.5330 -1.7429 -0.87 -0.74 -0.55
N 0.3431 -0.4869 -0.7761 2.00 0.50 1.56
N 0.7676 0.8101 -0.9031 -0.04 -2.68 1.23
O 2.4049 0.7365 0.7786 0.04 -0.59 0.25
H -1.4938 0.9701 -3.1044 0.90 -0.60 2.13
H -1.2260 -1.5089 -1.5452 -0.85 -1.40 -0.29
H -0.0076 -0.5019 3.0496 -1.50 -0.82 -1.65
H -0.5119 -2.2288 2.5886 -0.28 1.89 -0.37
H -1.6534 -0.9092 2.0021 1.21 0.23 0.71
H 1.7416 2.4833 -0.2290 0.34 -1.81 0.70
H -0.0496 -1.1430 1.3561 1.56 0.37 -2.28
```
Positions in Å, forces in eV/Å.

=====

Entry from the OMol25 dataset: an isolated ion of composition C6H12N3 and charge +1 at a distorted geometry (the ωB97M-V functional and the def2-TZVPD basis).

As for the relative energy (zero: lowest compared OMol25 entry of this formula, charge and spin): 344.7 kJ/mol. The net charge is +1. The total energy is -10877.7450 eV. Its SMILES is N/[NH+]=C\C=C(/N)C1CC1.

The geometry in XYZ format:
```
21
Properties=species:S:1:pos:R:3:forces:R:3
C 0.3106 0.7040 -0.6322 0.96 1.46 -0.32
C 1.4815 1.2956 -0.2738 0.94 -0.84 0.17
C -2.1595 0.5979 0.8785 -1.39 -1.24 0.70
C -2.6879 0.4485 -0.5206 -2.15 0.91 0.02
C -1.6668 -0.5416 -0.0665 1.28 -0.86 0.97
C -0.2389 -0.5642 -0.3702 0.01 -1.90 -1.25
N 2.6485 -0.8101 0.3073 0.49 2.63 2.34
N 0.3499 -1.7852 -0.5122 -1.80 1.30 1.19
N 2.5391 0.7076 0.3872 -1.34 -1.27 -0.77
H -0.3467 1.4794 -1.0362 -0.27 -0.73 0.21
H 1.5174 2.3744 -0.5467 0.64 -0.89 0.68
H -1.6410 1.5295 1.1365 0.30 -0.83 -0.38
H -2.7142 0.1371 1.7247 0.25 0.72 -0.71
H -3.6611 -0.1381 -0.6243 1.21 1.48 -0.09
H -2.5787 1.4312 -1.1256 0.17 -2.41 0.52
H -2.0314 -1.5709 0.2219 0.02 1.41 -0.50
H 3.5233 -0.9136 -0.1491 1.05 -0.43 -0.64
H 2.8170 -1.1769 1.2935 -0.41 0.90 -1.46
H -0.1964 -2.5699 -0.1399 0.33 0.39 -0.51
H 1.3641 -1.8873 -0.5113 -0.37 0.46 -0.11
H 3.3712 1.2526 0.5587 0.09 -0.27 -0.07
```
Positions in Å, forces in eV/Å.

=====

- Which value of relative energy (zero: lowest compared OMol25 entry of this formula, charge and spin) does entry 1 give?
  259.7 kJ/mol

=====

- Among the records above, which one has the lowest relative energy (zero: lowest compared OMol25 entry of this formula, charge and spin)?
  C4H7N3O